No. 1
C29H29N6O6RuSTe | ωB97M-V with the def2-TZVPD basis set

XYZ file:
```
73
Properties=species:S:1:pos:R:3:lowdin_charge:R:1
Ru 0.05 0.15 -0.86 0.674
C -2.27 2.62 1.86 -0.009
C -1.79 1.68 0.80 -0.245
N -0.49 1.42 0.67 -0.093
N 0.43 1.83 1.55 0.025
C 1.70 1.42 1.45 -0.737
N 2.66 1.87 2.31 0.097
S 2.20 0.48 0.12 0.733
C -2.62 1.00 -0.12 -0.217
C -4.03 0.95 -0.01 0.000
C -4.76 0.23 -0.91 -0.041
C -4.11 -0.44 -1.95 -0.008
C -2.73 -0.36 -2.02 -0.118
N -2.00 0.31 -1.14 -0.035
H -1.67 3.53 1.86 0.089
H -2.22 2.16 2.85 0.102
H -3.30 2.90 1.68 0.073
H 0.15 2.43 2.33 0.156
H 2.39 2.15 3.24 0.107
H 3.53 1.37 2.25 0.094
H -4.51 1.46 0.81 0.106
H -5.84 0.18 -0.81 0.112
H -4.65 -1.02 -2.68 0.115
H -2.18 -0.85 -2.82 0.088
O -2.43 -5.55 1.63 0.154
C -1.83 -4.60 1.18 -0.250
C -1.32 -4.47 -0.24 -0.257
O -1.12 -5.39 -1.01 0.155
C -1.03 -3.03 -0.42 -0.280
C -0.98 -2.39 0.88 -0.264
O -0.50 -1.25 1.06 -0.007
C -1.50 -3.31 1.90 -0.272
O -1.69 -3.09 3.08 0.127
O -0.88 -2.42 -1.49 -0.229
C -4.33 4.84 -6.50 -0.066
C -4.35 4.68 -4.98 -0.194
N -3.03 4.44 -4.41 -0.063
C -2.32 5.55 -3.81 -0.207
C -1.82 6.56 -4.84 -0.067
C -2.51 3.19 -4.50 -0.435
O -3.10 2.27 -5.02 0.086
C -1.15 2.98 -3.89 -0.126
C -0.01 2.94 -4.69 0.026
C 1.22 2.75 -4.07 -0.028
C 1.26 2.49 -2.71 -0.164
N 0.16 2.44 -1.95 0.021
C -1.00 2.74 -2.53 -0.100
H -5.34 5.06 -6.85 0.076
H -3.99 3.93 -6.97 0.074
H -3.68 5.66 -6.80 0.059
H -4.98 3.82 -4.73 0.121
H -4.76 5.57 -4.51 0.119
H -1.47 5.16 -3.25 0.107
H -3.00 6.05 -3.10 0.123
H -1.23 6.05 -5.60 0.078
H -1.19 7.30 -4.35 0.074
H -2.65 7.08 -5.32 0.066
H -0.09 3.06 -5.76 0.130
H 2.14 2.79 -4.63 0.116
H 2.20 2.33 -2.20 0.087
H -1.86 2.80 -1.88 0.119
Te 0.90 -1.19 -2.93 1.000
C 2.80 -0.49 -3.65 -0.625
C 3.74 0.13 -2.83 -0.207
C 4.96 0.53 -3.33 -0.102
C 5.27 0.31 -4.66 -0.111
C 4.36 -0.33 -5.48 -0.105
C 3.13 -0.72 -4.98 -0.174
H 3.52 0.26 -1.78 -0.027
H 5.67 1.02 -2.67 0.098
H 6.23 0.63 -5.05 0.093
H 4.60 -0.52 -6.51 0.097
H 2.42 -1.23 -5.62 0.083
```

Properties
strongest force on any atom: 3.67 eV/A
E_HOMO (spin up / spin down): -6.1407 / -6.0173 eV
LUMO level (spin up / spin down): -1.498 / -1.650 eV
gap between HOMO and LUMO (spin up / spin down): 4.64 / 4.37 eV
ΔE to the lowest compared entry with this formula, charge and spin: 0.0000 eV
2S+1: 2
DFT total energy: -72477.0592 eV

***

No. 2
C29H29N7S2Sr | ωB97M-V with the def2-TZVPD basis set

XYZ file:
```
68
Properties=species:S:1:pos:R:3:lowdin_charge:R:1
Sr -0.39 -2.21 0.32 1.242
N -0.84 -6.53 -1.35 0.066
C -1.24 -5.32 -0.89 -0.939
S -1.34 -5.09 0.79 0.471
N -1.55 -4.45 -1.85 -0.042
N -1.73 -3.19 -1.46 -0.206
C -2.43 -2.41 -2.20 -0.110
C -2.75 -1.06 -1.77 -0.269
C -3.66 -0.31 -2.52 -0.015
C -4.09 0.91 -2.04 -0.055
C -3.58 1.37 -0.83 -0.081
C -2.64 0.59 -0.18 -0.152
N -2.23 -0.59 -0.62 0.008
H -0.81 -7.29 -0.70 0.074
H -0.88 -6.72 -2.34 0.094
H -2.88 -2.77 -3.12 0.121
H -4.03 -0.71 -3.45 0.114
H -4.81 1.50 -2.60 0.113
H -3.91 2.31 -0.41 0.105
H -2.20 0.92 0.76 0.116
C -1.56 3.86 -1.65 -0.080
C -0.17 4.48 -1.81 -0.559
C -0.03 4.95 -3.27 -0.044
C -0.08 5.69 -0.87 -0.047
C 0.94 3.49 -1.49 -0.173
C 2.27 3.94 -1.57 -0.044
C 3.34 3.11 -1.33 -0.080
C 3.08 1.79 -0.98 -0.481
S 4.20 0.51 -0.66 1.101
C 2.83 -0.60 -0.41 -0.505
N 1.67 -0.03 -0.53 0.071
C 1.77 1.31 -0.87 -0.293
C 0.70 2.17 -1.13 0.046
C 3.10 -2.00 -0.09 -0.310
C 4.42 -2.48 -0.25 -0.095
C 4.73 -3.79 0.04 -0.104
C 3.72 -4.62 0.51 -0.103
C 2.43 -4.14 0.65 -0.166
C 2.05 -2.82 0.36 -0.230
H -2.32 4.60 -1.92 0.089
H -1.72 3.55 -0.62 0.078
H -1.68 3.00 -2.31 0.083
H -0.84 5.63 -3.53 0.084
H -0.07 4.09 -3.94 0.092
H 0.92 5.46 -3.44 0.077
H -0.92 6.37 -1.04 0.084
H 0.84 6.25 -1.02 0.076
H -0.11 5.36 0.17 0.091
H 2.46 4.97 -1.84 0.106
H 4.35 3.47 -1.41 0.109
H -0.30 1.77 -1.05 0.089
H 5.19 -1.82 -0.63 0.066
H 5.74 -4.15 -0.10 0.096
H 3.95 -5.66 0.75 0.095
H 1.67 -4.83 1.01 0.048
N -0.71 -0.33 6.82 0.124
C -0.68 -0.71 5.50 -0.318
C -1.85 -1.06 4.81 -0.015
C -1.76 -1.39 3.48 -0.147
N -0.62 -1.41 2.79 -0.074
C 0.50 -1.08 3.45 -0.134
C 0.52 -0.73 4.78 -0.008
H -1.54 -0.50 7.35 0.100
H 0.15 -0.26 7.32 0.101
H -2.80 -1.07 5.33 0.111
H -2.66 -1.67 2.94 0.115
H 1.42 -1.12 2.87 0.110
H 1.46 -0.48 5.27 0.113
```

Properties
strongest force on any atom: 1.07 eV/A
E_HOMO: -7.1952 eV
LUMO level: -0.186 eV
gap between HOMO and LUMO: 7.01 eV
DFT total energy: -63483.1453 eV

***

No. 3
C29H30AuBrN4O2 | ωB97M-V with the def2-TZVPD basis set

XYZ file:
```
67
Properties=species:S:1:pos:R:3:lowdin_charge:R:1
Au 0.78 -0.23 0.56 1.415
C -2.22 -1.93 0.74 -0.222
C -1.49 -3.16 1.27 -0.172
C 0.00 -2.98 1.61 -0.215
N 0.74 -2.27 0.58 -0.081
C 1.60 -2.85 -0.23 -0.193
C 1.66 -4.26 -0.37 -0.006
C 2.57 -5.08 -1.00 -0.073
C 3.71 -4.75 -1.74 -0.102
C 4.10 -3.48 -2.09 -0.077
C 3.50 -2.26 -1.83 -0.013
C 2.38 -1.92 -1.06 -0.204
N 1.90 -0.68 -1.01 -0.128
C 2.07 0.34 -2.02 -0.209
C 2.67 1.68 -1.55 -0.158
C 2.53 2.01 -0.06 -0.245
N 1.21 1.74 0.49 -0.104
C 0.91 2.30 1.69 -0.233
C 1.71 3.22 2.35 -0.009
C 1.48 3.98 3.51 -0.066
C 0.33 4.16 4.22 -0.088
C -0.90 3.54 3.95 -0.067
C -1.18 2.49 3.12 -0.009
C -0.28 1.71 2.32 -0.211
N -0.49 0.46 2.01 -0.060
C -1.49 -0.35 2.69 -0.203
C -2.60 -0.88 1.79 -0.178
H -1.63 -1.47 -0.06 0.080
H -3.14 -2.26 0.27 0.108
H -1.99 -3.53 2.17 0.119
H -1.57 -3.95 0.52 0.106
H 0.16 -2.42 2.53 0.070
H 0.44 -3.96 1.79 0.113
H 0.84 -4.79 0.10 0.097
H 2.37 -6.14 -0.90 0.109
H 4.32 -5.58 -2.09 0.099
H 5.01 -3.42 -2.67 0.108
H 4.02 -1.40 -2.24 0.104
H 2.66 -0.05 -2.85 0.106
H 1.07 0.54 -2.42 0.113
H 3.73 1.72 -1.78 0.111
H 2.19 2.46 -2.13 0.109
H 3.27 1.45 0.53 0.109
H 2.75 3.07 0.03 0.113
H 2.70 3.33 1.94 0.098
H 2.35 4.52 3.87 0.111
H 0.36 4.86 5.04 0.104
H -1.75 3.92 4.50 0.109
H -2.20 2.16 3.10 0.108
H -0.95 -1.15 3.20 0.098
H -1.95 0.24 3.49 0.108
H -3.35 -1.33 2.45 0.115
H -3.09 -0.04 1.29 0.113
Br 4.19 3.95 7.45 0.701
C 3.69 2.60 6.21 -0.705
C 4.41 2.46 5.03 -0.137
C 4.01 1.49 4.12 -0.036
C 2.92 0.67 4.38 -0.138
C 2.24 0.81 5.58 -0.019
C 2.61 1.78 6.50 -0.128
C 2.41 -0.30 3.32 -0.653
O 1.50 -1.08 3.66 -0.042
O 2.96 -0.22 2.19 -0.089
H 5.26 3.10 4.83 0.097
H 4.54 1.36 3.19 0.114
H 1.39 0.17 5.76 0.114
H 2.07 1.91 7.43 0.097
```

Properties
strongest force on any atom: 0.37 eV/A
E_HOMO: -7.4287 eV
LUMO level: -0.318 eV
gap between HOMO and LUMO: 7.11 eV
ΔE to the lowest compared entry with this formula, charge and spin: 0.0790 eV
DFT total energy: -114347.8490 eV

***

No. 4
C29H30BrCdN6O2S | ωB97M-V with the def2-TZVPD basis set

XYZ file:
```
70
Properties=species:S:1:pos:R:3:lowdin_charge:R:1
Cd 0.57 -1.13 0.11 1.229
S 2.80 -0.37 0.75 0.415
C 2.55 1.28 0.19 -0.853
N 3.57 2.08 0.25 0.039
N 3.52 3.37 -0.06 0.019
C 2.44 4.29 0.04 -0.265
C 2.35 5.30 -0.90 -0.032
C 1.36 6.27 -0.79 -0.082
C 0.45 6.22 0.26 -0.088
C 0.55 5.21 1.20 -0.087
C 1.54 4.24 1.10 -0.047
N 1.38 1.79 -0.37 0.043
N 0.38 1.07 -0.51 -0.058
C -0.76 1.70 -1.09 -0.298
C -0.77 3.03 -1.47 -0.013
C -1.94 3.57 -2.00 -0.055
C -3.08 2.78 -2.15 -0.068
C -3.05 1.45 -1.77 -0.070
C -1.89 0.91 -1.24 -0.059
H 4.43 3.79 -0.06 0.147
H 3.05 5.33 -1.73 0.117
H 1.30 7.06 -1.52 0.108
H -0.32 6.97 0.35 0.106
H -0.13 5.18 2.04 0.105
H 1.62 3.46 1.85 0.119
H 0.11 3.65 -1.35 0.093
H -1.96 4.61 -2.30 0.112
H -3.98 3.21 -2.56 0.110
H -3.94 0.83 -1.88 0.109
H -1.87 -0.13 -0.92 0.087
Br 0.66 -7.38 4.34 0.779
C 0.64 -6.18 2.89 -0.691
C -0.15 -6.46 1.78 -0.111
C -0.16 -5.57 0.71 -0.028
C 0.60 -4.41 0.77 -0.296
C 1.36 -4.13 1.89 -0.024
C 1.40 -5.02 2.95 -0.104
N 0.58 -3.47 -0.29 0.022
C 0.74 -3.86 -1.49 -0.059
C 0.72 -2.91 -2.62 -0.261
C 0.87 -3.37 -3.91 0.002
C 0.87 -2.45 -4.95 -0.028
C 0.73 -1.11 -4.65 -0.022
C 0.59 -0.73 -3.31 -0.107
N 0.58 -1.61 -2.32 0.044
H -0.74 -7.36 1.75 0.109
H -0.79 -5.77 -0.15 0.119
H 1.95 -3.21 1.93 0.092
H 2.01 -4.81 3.82 0.110
H 0.91 -4.91 -1.72 0.143
H 0.98 -4.43 -4.10 0.123
H 0.98 -2.77 -5.98 0.121
H 0.73 -0.35 -5.42 0.118
H 0.50 0.31 -3.04 0.102
C -1.69 2.20 2.07 -0.082
O -1.05 0.93 2.12 -0.218
C -1.62 0.08 3.08 -0.215
C -0.87 -1.22 3.03 -0.172
O -0.96 -1.83 1.73 -0.342
C -2.22 -2.45 1.44 -0.073
H -1.63 2.70 3.04 0.098
H -2.74 2.10 1.78 0.099
H -1.17 2.80 1.33 0.063
H -2.69 -0.07 2.87 0.127
H -1.54 0.49 4.09 0.140
H -1.24 -1.92 3.78 0.137
H 0.19 -1.04 3.19 0.124
H -2.48 -3.14 2.25 0.104
H -2.09 -3.01 0.52 0.082
H -3.00 -1.70 1.32 0.090
```

Properties
strongest force on any atom: 0.36 eV/A
E_HOMO: -9.6484 eV
LUMO level: -3.504 eV
gap between HOMO and LUMO: 6.14 eV
total charge: +1
ΔE to the lowest compared entry with this formula, charge and spin: 0.8829 eV
DFT total energy: -129030.5538 eV